A structure of composition C40H32NO3P2RuS5 at a distorted geometry, computed with ωB97M-V/def2-TZVPD.

- energy relative to the best compared isomer or geometry (same formula, charge and spin) (eV) = 0.3114
- HOMO-LUMO gap (eV) = 6.24
- LUMO level (hartree) = 0.0697
- E_HOMO (Ha) = -0.160
- total charge = -1
- E_tot (Eh) = -4592.6125

```
84
Properties=species:S:1:pos:R:3:forces:R:3:mulliken_charge:R:1
Ru 0.32835 -0.69874 0.96633 0.132 -0.121 0.076 0.165
S -2.50517 -2.35091 7.53382 -0.002 -0.001 -0.014 -0.307
C -1.84351 -2.05699 6.04468 0.026 0.001 -0.049 0.125
S -2.66229 -2.31920 4.55817 -0.204 -0.053 -0.169 -0.077
C -1.39554 -1.81590 3.46330 -0.395 -0.093 -0.210 -0.112
C -0.26194 -1.39600 4.04651 0.396 0.152 0.245 0.016
S 1.14066 -0.82911 3.17360 -0.473 0.334 -0.624 -0.544
S -0.26359 -1.43634 5.79605 0.259 0.107 0.061 -0.124
S -1.62808 -1.88054 1.74734 0.273 0.019 0.123 -0.652
O 2.83509 3.85053 0.29507 -0.407 -0.538 0.172 -0.826
C 1.78347 3.24546 0.59275 0.123 0.375 0.072 0.034
O 1.60584 2.21452 1.29084 0.386 0.070 -0.034 -0.445
C 0.46130 3.84542 0.12792 0.448 0.229 -0.136 0.868
C 0.43046 5.19700 -0.21122 -0.154 0.190 0.030 -0.602
C -0.76377 5.84453 -0.48696 0.070 -0.149 0.063 -0.663
C -1.95439 5.12433 -0.41684 0.120 -0.041 0.013 -0.812
C -1.91448 3.77299 -0.11593 -0.097 0.038 -0.128 -0.597
C -0.70669 3.10995 0.13203 -0.418 -0.420 -0.345 0.257
P -0.89764 1.26308 0.36587 0.401 -0.692 0.830 2.655
C -2.06095 1.37956 1.79236 -0.044 0.042 -0.164 1.013
C -1.46112 1.67426 3.01476 0.045 -0.028 0.110 -0.918
C -2.22658 1.75151 4.16938 -0.039 -0.024 -0.016 -0.740
C -3.59956 1.53980 4.11648 0.034 -0.009 -0.035 -0.640
C -4.20346 1.26850 2.89647 0.044 0.004 -0.009 -0.850
C -3.43710 1.19301 1.73888 -0.043 0.003 -0.020 -0.069
C -1.92355 0.86374 -1.11765 -0.025 -0.112 0.058 0.419
C -1.81964 1.58640 -2.30475 -0.070 -0.019 -0.127 -0.491
C -2.50857 1.18722 -3.44540 0.082 0.037 0.093 -0.838
C -3.31691 0.05992 -3.41805 -0.030 -0.038 0.034 -0.796
C -3.40881 -0.68368 -2.24833 -0.181 0.346 0.040 -0.768
C -2.69972 -0.29734 -1.11675 -0.217 0.265 0.019 -0.982
H 1.37954 5.71845 -0.21630 -0.014 -0.017 -0.031 0.498
H -0.77480 6.90142 -0.73306 0.010 -0.062 0.014 0.388
H -2.90670 5.60727 -0.60462 0.028 -0.018 0.024 0.423
H -2.84559 3.21991 -0.08813 -0.013 0.001 0.003 0.333
H -0.38627 1.81751 3.05752 0.009 -0.002 -0.011 0.425
H -1.74573 1.95898 5.11812 0.000 -0.005 -0.025 0.465
H -4.19254 1.57574 5.02297 0.024 0.003 -0.028 0.386
H -5.27416 1.10374 2.84495 0.046 -0.001 -0.010 0.398
H -3.92105 0.96617 0.79639 -0.008 0.018 0.016 0.361
H -1.18720 2.46396 -2.34577 -0.043 0.031 0.014 0.681
H -2.41634 1.76747 -4.35537 0.010 -0.002 -0.004 0.464
H -3.86841 -0.23883 -4.30191 0.018 0.002 0.014 0.375
H -4.03144 -1.57248 -2.21441 -0.001 0.061 0.011 0.590
H -2.75861 -0.89597 -0.21457 -0.025 0.020 -0.025 0.335
C 3.85542 0.38082 1.23169 0.044 -0.120 -0.086 -1.704
P 2.46908 -0.16770 0.18147 -0.395 -0.029 0.131 1.843
C 3.16115 -1.79424 -0.36240 -0.074 -0.041 -0.059 0.996
C 3.39724 -2.12816 -1.69213 -0.004 -0.068 -0.032 -0.377
C 3.83252 -3.40364 -2.04124 -0.022 0.021 0.040 -0.778
C 4.04426 -4.36449 -1.06205 -0.012 0.048 0.016 -0.510
C 3.82083 -4.04046 0.27213 -0.022 0.040 -0.031 -0.516
C 3.37695 -2.76985 0.61565 0.094 -0.012 -0.027 -0.824
C 2.58446 0.83542 -1.34212 0.002 0.044 0.002 -0.130
C 3.72142 1.57411 -1.64962 0.075 0.038 0.014 -0.569
C 3.76734 2.36205 -2.79235 -0.009 -0.049 0.006 -0.687
C 2.67525 2.41674 -3.64433 -0.034 -0.022 0.020 -0.681
C 1.53386 1.67972 -3.35028 0.035 -0.022 0.043 -0.853
C 1.48727 0.89625 -2.20447 0.136 0.014 0.018 0.015
H 4.81155 0.11041 0.77797 -0.047 0.009 0.025 0.548
H 3.76778 -0.11663 2.19870 -0.023 0.018 -0.007 0.493
H 3.76417 1.45023 1.37560 0.001 0.157 0.059 0.464
H 3.23048 -1.38976 -2.46657 -0.004 -0.003 -0.004 0.409
H 4.00605 -3.64505 -3.08421 -0.010 0.015 0.035 0.398
H 4.38412 -5.35693 -1.33404 -0.009 0.017 0.006 0.390
H 3.98221 -4.78213 1.04636 0.008 0.028 -0.009 0.408
H 3.17990 -2.53430 1.65587 -0.026 -0.004 0.021 0.332
H 4.56931 1.56759 -0.97644 -0.043 0.036 -0.036 0.405
H 4.65130 2.95113 -3.00373 -0.019 -0.005 0.025 0.357
H 2.70608 3.04556 -4.52670 -0.006 -0.023 0.014 0.367
H 0.67103 1.72267 -4.00677 0.041 -0.015 0.029 0.460
H 0.59773 0.32403 -1.97552 0.007 -0.047 -0.008 0.125
O 0.15810 -1.77333 -0.99486 -0.161 0.565 -0.165 0.199
N -0.43153 -2.94387 -1.00843 0.064 0.159 0.053 -0.291
C -1.53099 -3.10448 -1.75455 -0.150 -0.285 -0.255 -0.418
C -2.16446 -4.33093 -1.81184 0.021 0.268 -0.069 -0.972
C -1.65517 -5.39691 -1.09518 -0.103 -0.190 -0.020 -0.353
C -0.51826 -5.20206 -0.33640 0.233 0.149 0.165 -1.060
C 0.07778 -3.95707 -0.29926 0.042 -0.378 0.153 -0.207
H -1.85608 -2.21062 -2.26434 0.196 -0.269 -0.029 1.034
H -3.05375 -4.43007 -2.41795 -0.002 0.015 -0.007 0.457
H -2.13832 -6.36472 -1.12740 0.012 0.028 0.010 0.403
H -0.08630 -5.99938 0.25101 0.015 0.010 -0.008 0.452
H 0.95740 -3.71025 0.27215 0.071 -0.002 0.044 0.554
```
Positions in Å, forces in eV/Å.